# 1
Below is a 2-piece molecular cluster, C5H14 overall at a distorted geometry, with properties calculated with ωB97M-V/def2-TZVPD.

Kohn-Sham gap: 12.439 eV
ΔE to the lowest compared entry with this formula, charge and spin: 95.9 kJ/mol
structure (SMILES): CCC.CC
lowest unoccupied orbital energy: 1.158 eV

Last column: Mulliken charge in e.
CARTESIAN COORDINATES (ANGSTROEM)
C -0.72583 -1.13292 -0.63273  -0.099
C -1.34361 -0.28877 0.49677  -1.075
C 2.12619 1.83517 -0.14540  -0.806
C 1.59054 1.38092 1.19671  -0.702
C -1.70153 -2.22338 -1.19419  -1.031
H -1.43243 -3.10216 -0.61550  0.282
H -2.69547 -1.95181 -0.84000  0.267
H -1.78902 -2.30198 -2.27399  0.320
H -0.37977 -0.46056 -1.42137  0.259
H 0.68396 1.94185 1.42795  0.224
H 2.26046 1.66593 2.01105  0.374
H 0.05834 -1.67895 -0.11117  0.173
H 1.43089 1.43140 -0.89192  0.140
H -1.64633 0.73533 0.23958  0.243
H 2.09345 2.92847 -0.26112  0.265
H 1.45756 0.30647 1.30197  0.174
H 3.17992 1.83344 -0.42114  0.340
H -2.34550 -0.69886 0.69503  0.364
H -0.82185 -0.21959 1.43946  0.286



# 2
Below is C30H45N3O2Pb as an isolated structure at a distorted geometry, with properties calculated with ωB97M-V/def2-TZVPD.

Kohn-Sham gap (alpha / beta): 3.875 / 3.737 eV
net charge: +4
lowest unoccupied orbital energy (alpha / beta): -14.885 / -15.023 eV

Last column: Mulliken charge in e.
CARTESIAN COORDINATES (ANGSTROEM)
Pb -0.88138 0.62546 0.05511  1.320
O -2.47318 2.75416 -0.85039  -0.241
O 0.18362 0.53736 2.28281  -0.750
N 1.04932 -0.00444 -1.36699  0.367
N -1.16948 -1.67014 -0.96539  0.610
N 0.31492 0.37446 4.54981  0.011
C 2.09072 2.09576 -2.09649  1.065
C 0.80062 2.69476 -2.52129  -0.820
C -1.95708 -2.41404 1.70451  -1.030
C 0.65632 1.69206 4.99041  -0.561
C 2.17742 1.63906 5.33261  -0.758
C -0.00288 -3.48244 -2.10979  -1.812
C 2.94222 -0.51774 4.09401  -0.836
C 4.60762 1.11636 -1.39119  -0.606
C 1.74112 -1.04104 3.24971  0.369
C -4.54168 -4.17154 -0.44529  -1.051
C 3.26142 2.84806 -2.32599  -0.734
C 1.91112 -1.57994 -3.02779  -2.027
C 4.51152 2.35996 -1.98879  -1.067
C 3.66422 -0.97764 -0.46379  -1.456
C -3.06578 1.38636 -2.74509  -0.758
C -3.03318 2.78526 -2.16379  -0.657
C -2.70858 -2.86604 0.49591  0.893
C -2.06658 3.79556 1.29541  -1.145
C 0.96312 -1.14654 -1.97459  0.823
C -2.87888 -2.39444 -3.28719  -1.701
C -4.18938 -3.75184 -1.70569  -0.527
C -0.15738 -2.07634 -1.66339  0.198
C 3.00952 1.01576 4.21871  -0.362
C -2.30868 -2.48824 -0.79019  -0.323
C 3.46602 0.32436 -1.15129  1.934
C -3.08928 -2.89484 -1.91559  1.581
C 0.65712 -0.01324 3.28601  0.025
C -3.81098 -3.71824 0.65251  -0.801
C -2.64798 3.94726 -0.09099  -0.306
C 2.20092 0.80736 -1.54889  -0.689
H 2.33192 1.08936 6.26141  0.294
H -0.83948 -4.10074 -1.79639  0.472
H -0.05218 2.29256 -1.97069  -0.498
H 1.37172 -1.89174 -3.92089  0.517
H 5.57742 0.72076 -1.12429  0.609
H 3.16532 3.81186 -2.80589  0.588
H 4.05042 1.26386 4.46281  0.398
H 0.44972 2.41546 4.20201  0.204
H -1.00138 3.56456 1.25631  0.195
H -2.19328 4.73526 1.82641  0.494
H -0.90968 -2.70974 1.65491  0.332
H 2.79122 1.48886 3.25761  0.139
H 0.47422 -0.32784 5.26871  0.354
H 1.40082 -1.98124 3.68321  0.492
H -3.45078 1.43786 -3.75999  0.506
H -2.58028 3.01506 1.85281  0.279
H -2.06218 0.96036 -2.77509  0.048
H -2.00348 -1.31894 1.78521  0.024
H -3.71688 0.74816 -2.15269  0.223
H -5.38708 -4.82444 -0.30059  0.487
H 0.10432 1.95326 5.89641  0.403
H 2.50672 -2.43994 -2.71839  0.469
H 5.39702 2.94386 -2.19059  0.496
H -1.95058 -1.85114 -3.43889  0.189
H 3.85072 -0.87044 3.60601  0.454
H 2.93952 -0.95884 5.09201  0.347
H -2.40108 -2.83524 2.60411  0.543
H 0.83522 3.77576 -2.40349  0.580
H 2.76742 -1.33294 0.04041  0.009
H 3.97662 -1.74014 -1.18139  0.322
H 4.48802 -0.90164 0.24481  0.646
H -4.77148 -4.06014 -2.56179  0.590
H 0.90622 -3.90014 -1.67389  0.465
H 0.63622 2.50326 -3.58389  0.400
H -2.95648 -3.21264 -4.00689  0.566
H -4.08868 -4.03894 1.64541  0.528
H 0.10562 -3.57934 -3.18939  0.451
H 2.03422 -1.22454 2.21671  -0.682
H -3.72078 4.18266 -0.02449  0.348
H -3.71188 -1.73134 -3.54969  0.461
H -2.17688 4.79186 -0.61669  0.348
H 2.48462 2.67236 5.51041  0.392
H 2.59062 -0.78124 -3.30949  0.486
H -2.43948 3.45426 -2.80569  0.315
H -4.04808 3.20166 -2.12419  0.541



# 3
Below is an isolated ion of composition C2H2N3O and charge +1 at a distorted geometry, with properties calculated with ωB97M-V/def2-TZVPD.

Kohn-Sham gap: 8.155 eV
ΔE to the lowest compared entry with this formula, charge and spin: 329.5 kJ/mol
net charge: +1
structure (SMILES): N#CC(=[NH2+])N=O
lowest unoccupied orbital energy: -7.723 eV

Last column: Mulliken charge in e.
CARTESIAN COORDINATES (ANGSTROEM)
O 3.08061 1.64357 0.23657  -0.083
N -0.05496 -0.02983 -0.06568  -0.252
N 2.21010 1.24390 -0.40610  0.235
N 2.95337 -2.02865 0.10925  -0.113
C 1.28714 -0.10488 -0.02883  0.576
C 2.07659 -1.30365 0.04316  0.031
H -0.49113 -0.88080 -0.10084  0.275
H -0.50711 0.90938 0.17740  0.331



# 4
Below is an isolated ion of composition C19H22F3N4O2 and charge +1, with properties calculated with ωB97M-V/def2-TZVPD.

Kohn-Sham gap: 6.991 eV
ΔE to the lowest compared entry with this formula, charge and spin: 30.0 kJ/mol
net charge: +1
structure (SMILES): O=C(CNCc1cccc[nH+]1)Nc1cc(C(F)(F)F)ccc1N1CCOCC1
lowest unoccupied orbital energy: -3.537 eV

Last column: Mulliken charge in e.
CARTESIAN COORDINATES (ANGSTROEM)
F 6.21819 -1.76610 0.60342  -0.269
F 5.74027 -2.29488 -1.42411  -0.254
F 6.78422 -0.45781 -1.01233  -0.273
O 0.05502 3.93420 0.94816  -0.417
O -0.39503 -1.05725 -0.42004  -0.840
N -2.93093 -0.95007 -0.92676  0.180
N -2.02085 -2.95295 0.88494  -0.300
N 0.78286 1.34947 0.01432  0.630
N 1.24184 -1.26880 1.12077  -0.015
C 0.63523 3.78955 -0.32896  -0.459
C -3.81568 -1.48337 -0.08428  0.922
C -0.84698 -2.42591 1.52278  -0.912
C -4.61693 0.07305 -2.21532  -0.818
C -3.31824 -2.36766 1.03657  -0.829
C -3.28937 -0.19410 -1.96699  -0.087
C 0.54962 2.96502 1.83721  -0.752
C 2.24566 -0.54043 0.42404  0.156
C 0.33056 2.39249 -0.88529  -1.067
C 3.48590 -1.14428 0.30826  -0.685
C 5.80887 -1.25455 -0.56993  0.921
C 3.01242 1.25990 -0.96159  -0.508
C 0.01848 -1.51631 0.64586  0.609
C 0.23573 1.54166 1.34434  -0.587
C 4.48767 -0.55290 -0.44418  -0.226
C -5.57411 -0.45728 -1.35162  -0.160
C 1.99235 0.71859 -0.16284  1.105
C 4.23344 0.64092 -1.10785  -1.454
C -5.17225 -1.24276 -0.28603  -0.901
H 0.06592 3.15243 2.79688  0.380
H 5.00245 1.09554 -1.71198  0.453
H -0.85241 1.41092 1.29804  0.202
H -2.48882 0.18191 -2.58591  0.483
H -1.84813 -3.38767 -0.00850  0.246
H -5.89573 -1.67063 0.38947  0.447
H -6.62218 -0.26151 -1.51654  0.438
H 0.65854 0.82677 2.04737  0.434
H 1.72167 3.94844 -0.26602  0.335
H -0.22769 -3.27069 1.84936  0.405
H -4.05329 -3.17607 1.15292  0.510
H -1.14497 -1.87222 2.41811  0.274
H 3.66676 -2.09494 0.78834  0.444
H 1.63940 3.07350 1.95182  0.336
H -3.33987 -1.79394 1.96986  0.301
H 1.56329 -1.80236 1.91845  0.295
H -4.90399 0.67874 -3.05867  0.405
H 0.76428 2.25057 -1.87311  0.632
H 0.19257 4.56372 -0.95660  0.378
H -0.75887 2.29046 -0.96448  0.228
H 2.85736 2.20516 -1.45444  0.382
H -1.87424 -1.08558 -0.72692  0.283



# 5
Below is a 7-piece molecular cluster, C16H48N2O7 overall at a distorted geometry, with properties calculated with ωB97M-V/def2-TZVPD.

Kohn-Sham gap: 9.533 eV
ΔE to the lowest compared entry with this formula, charge and spin: 263.2 kJ/mol
structure (SMILES): COC[C@H](C)N.COC[C@H](C)N.CCO.CCO.CCO.CO.CO
lowest unoccupied orbital energy: 0.519 eV

Last column: Mulliken charge in e.
CARTESIAN COORDINATES (ANGSTROEM)
O 2.55480 0.77671 3.39839  -0.062
O 1.23612 -2.92524 0.32689  -0.653
O -4.36370 1.34673 0.09744  -0.460
O -0.50163 -0.85585 -4.60948  -0.229
O -1.66332 2.56977 2.88712  -0.347
O 2.36162 -1.07237 -1.54746  -0.630
O -1.65796 2.47051 -0.41736  -0.608
N 1.12323 -2.37536 4.90549  -0.882
N -1.02113 -1.43391 -8.23709  -0.751
C 2.57953 -0.35801 4.23258  -1.434
C 3.50625 1.78298 3.70722  -0.894
C -0.74866 4.13791 4.39429  -1.054
C 3.75500 -0.38003 0.19664  -1.030
C 2.43376 -0.15586 -0.50478  0.025
C -0.91078 -3.65866 -0.24074  -1.399
C -0.09117 -2.56918 0.44270  0.785
C -0.63490 1.51493 -0.26096  0.228
C 0.03855 -0.37789 4.26477  -1.088
C 0.51404 0.13459 -7.22883  -1.360
C -1.25897 -1.14955 -5.81433  -0.828
C -0.25407 -1.15935 -7.05723  0.388
C -4.54531 0.46361 1.20763  -0.569
C 1.30336 -1.19047 4.09629  1.627
C -1.31124 -1.06014 -3.42844  -0.377
C -1.90633 3.85185 3.39095  -0.237
H 0.26218 0.50726 4.86027  0.236
H -0.48478 -3.97806 -1.19185  0.316
H 1.70446 -0.02489 0.29464  -0.181
H 1.04962 0.41796 -6.32276  0.311
H 3.41235 -0.96508 3.87764  0.388
H -2.07722 4.60608 2.62281  0.359
H 2.79522 -0.17640 5.28548  0.483
H -1.93845 -3.33532 -0.40637  0.326
H -0.28671 -2.39762 1.50120  0.073
H -0.19720 -1.69228 -0.19598  -0.255
H -1.74680 -2.05690 -3.35876  0.324
H -3.67334 -0.16362 1.39299  0.203
H -0.30427 -0.06086 3.27986  -0.004
H -5.05064 2.01730 0.10381  0.270
H -2.87595 3.82397 3.88810  0.255
H 4.48901 1.41801 3.40878  0.343
H 4.53620 -0.39809 -0.56330  0.416
H -0.60958 5.13562 4.81065  0.409
H 1.72781 -2.37369 -0.28600  0.482
H 0.26706 -2.78911 4.56506  0.273
H 1.24250 -0.05733 -8.01662  0.392
H -0.11231 0.99090 -7.47886  0.342
H 0.36000 -2.04568 -6.89773  0.336
H 3.32340 2.67347 3.10582  0.218
H -4.78024 1.06737 2.08420  0.265
H -0.59080 0.79839 -1.08116  -0.039
H -2.14742 -0.36107 -3.44258  0.318
H 0.21294 4.14007 3.88103  0.214
H 4.07701 0.48938 0.76983  0.244
H 3.74739 -1.28028 0.81112  0.188
H -2.09027 2.56690 2.02729  0.168
H -0.57507 1.01732 0.70698  -0.109
H 3.45226 1.96573 4.78044  0.354
H -0.31105 -1.65559 -8.92028  0.285
H -1.82051 -2.08376 -5.81165  0.370
H 2.79796 -0.72673 -2.32959  0.350
H -0.89963 -4.56075 0.37099  0.387
H -1.99969 -0.36357 -5.96158  0.307
H -2.48736 2.05883 -0.67080  0.317
H 2.49676 0.85450 -0.90887  0.569
H 1.37577 -1.54776 3.06906  -0.292
H 0.27596 2.11323 -0.28292  0.205
H -1.32883 -0.53853 -8.58879  0.295
H 1.85636 -3.03819 4.69748  0.291
H -0.60900 -0.77846 -2.64383  -0.170
H -0.84913 -0.91261 4.60269  0.452
H -5.46541 -0.11029 1.09728  0.294
H -0.68763 3.48248 5.26308  0.259